Entry 1:
Computed, not measured: a 6-piece molecular cluster, C20H43BO16P overall at a distorted geometry, with ωB97M-V/def2-TZVPD.

Positions of all 81 atoms, in Å:
1 P -4.7799 -1.8357 1.2370
2 O -7.4417 -1.6571 2.0901
3 O -0.1095 -1.0480 1.9006
4 O 7.1177 -0.1103 -1.5715
5 O 2.0408 -1.1330 2.0691
6 O 0.7571 3.1297 -4.0853
7 O -1.0197 -5.3373 6.3921
8 O 0.1923 5.1121 -5.0126
9 O 4.9760 0.0028 -1.7663
10 O 4.4155 5.2648 -3.6204
11 O -2.6107 -3.9220 7.1479
12 O -1.5728 -3.4263 5.3182
13 O 6.2511 1.5527 -2.8256
14 O 1.1239 0.5050 0.8128
15 O 3.8242 7.2370 -2.9730
16 O -1.3048 3.5637 -4.9081
17 O 4.9631 5.9210 -1.5284
18 C -3.6365 -4.0570 0.2773
19 C -1.6870 2.2438 -4.5371
20 C -7.3194 -3.3119 0.1672
21 C -0.5907 -3.7422 4.3293
22 C -1.2733 -0.4237 1.3848
23 C 3.3426 -0.6148 1.7577
24 C 1.5259 5.5778 -4.7641
25 C 8.4234 0.3940 -1.8696
26 C -8.0772 -4.4550 0.8936
27 C -3.7809 -2.5830 -0.1032
28 C 3.8041 0.6362 -2.2898
29 C 3.7885 8.2517 -1.9671
30 C -0.0345 3.8670 -4.6156
31 C 1.0409 -0.4594 1.5223
32 C 5.0531 4.0060 -3.3637
33 C -3.4249 -4.5288 1.5528
34 C -2.8217 -4.8007 8.2591
35 C -1.6694 -4.3321 6.3001
36 C 4.4543 6.1181 -2.6000
37 C 6.1247 0.5817 -2.1253
38 B -6.6670 -2.3125 1.1722
39 H -4.6979 -0.4253 1.1748
40 H 8.5377 1.4096 -1.4954
41 H -2.1278 -0.9857 1.7633
42 H -2.8333 -2.0430 -0.1788
43 H -2.7283 2.1242 -4.8255
44 H -8.2661 -5.2627 0.1936
45 H -3.7424 -4.7884 -0.5225
46 H 1.5838 6.5978 -5.1312
47 H -4.1934 -2.1752 2.4680
48 H -3.6043 -4.3573 8.8677
49 H -2.4912 -4.4205 2.1005
50 H 3.8046 0.6122 -3.3782
51 H -4.3248 -2.5549 -1.0438
52 H 3.5267 -0.6518 0.6858
53 H -0.8333 -4.6828 3.8340
54 H 6.1098 4.1404 -3.1516
55 H -6.5946 -3.7008 -0.5512
56 H -3.1488 -5.7809 7.9174
57 H 4.7961 8.5642 -1.7002
58 H -4.2335 -5.0873 2.0200
59 H -8.0402 -2.7321 -0.4195
60 H 3.7285 1.6591 -1.9320
61 H -7.8510 -2.3348 2.6551
62 H 4.0708 -1.2452 2.2583
63 H -1.0858 1.5048 -5.0648
64 H 0.4026 -3.7937 4.7693
65 H 9.1342 -0.2525 -1.3635
66 H -1.2796 -0.4575 0.2943
67 H -7.5268 -4.8372 1.7533
68 H -1.3518 0.6056 1.7318
69 H -1.5972 2.1054 -3.4597
70 H -0.6069 -2.9390 3.5961
71 H 3.4497 0.4023 2.1289
72 H 3.2547 7.9010 -1.0854
73 H 4.5650 3.4917 -2.5445
74 H -9.0412 -4.0909 1.2450
75 H 1.7412 5.5764 -3.6995
76 H 2.9437 0.0805 -1.9269
77 H 2.2516 4.9704 -5.2990
78 H -1.9160 -4.8898 8.8552
79 H 8.6128 0.3604 -2.9407
80 H 4.9493 3.4107 -4.2650
81 H 3.2555 9.0982 -2.3911

Properties
Net charge ... +1
HOMO-LUMO gap ... 7.4 eV
Strongest force on any atom ... 2.25 eV/A

Entry 2:
Computed, not measured: C33H35F5HfN4P2S as an isolated structure at a distorted geometry, with ωB97M-V/def2-TZVPD.

Positions of all 81 atoms, in Å:
1 Hf 0.1003 -0.8086 -1.3302
2 S -1.0877 -1.1083 0.7919
3 P 1.2944 -1.0158 -7.4407
4 P -1.8938 -0.5276 -7.2896
5 F 1.2266 0.4270 6.0871
6 F 0.0310 1.8225 1.7745
7 F -0.9857 -2.6256 3.2192
8 F 0.0854 -2.0601 5.6254
9 F 1.1178 2.3374 4.1169
10 N 1.9206 -2.3253 -8.5405
11 N 2.7086 0.0166 -7.6269
12 N -1.9487 1.2373 -7.5045
13 N -3.5540 -0.8879 -7.9252
14 C -0.1191 2.7065 -1.1359
15 C -2.1881 3.3360 -8.3389
16 C 0.0398 0.4102 -3.9285
17 C 3.5824 0.3240 -6.5780
18 C -5.4610 -1.1546 -9.1480
19 C 1.6160 1.0418 -2.0067
20 C -1.5395 0.6958 -1.8296
21 C 2.6910 -4.3914 -9.0855
22 C -5.2105 -2.3760 -8.4291
23 C 1.2719 0.1682 -3.0490
24 C -1.2957 0.9261 -3.3173
25 C -4.0373 -2.1936 -7.7064
26 C -0.9339 1.4737 -0.8372
27 C -2.2225 1.9885 -8.6530
28 C -1.0033 -0.7986 -8.9216
29 C 2.6598 -3.5915 -10.2770
30 C 0.6481 1.0931 3.8796
31 C 1.8223 -1.2671 -0.0835
32 C 2.2493 -3.5873 -8.0348
33 C -4.4319 -0.2702 -8.8237
34 C 3.1896 0.6337 -8.7777
35 C 0.6880 0.1271 4.8935
36 C -1.6255 2.1522 -6.4897
37 C 4.3427 1.3420 -8.4638
38 C 0.0788 0.7833 2.6549
39 C 0.3987 -0.1691 -8.8090
40 C 1.1281 2.4629 -1.9821
41 C 4.5860 1.1524 -7.0604
42 C 2.1893 -2.3312 -9.9158
43 C 0.1183 -1.1247 4.6526
44 C -0.4427 -1.4084 3.4151
45 C -0.4514 -0.4792 2.3574
46 C -1.7593 3.4480 -6.9743
47 H 2.7047 -1.4676 -0.7185
48 H 3.3905 -0.0781 -5.5879
49 H -6.2879 -0.9699 -9.8234
50 H -0.9222 -1.8881 -9.0577
51 H 5.3907 1.5810 -6.4750
52 H 1.9418 3.0891 -1.5940
53 H 0.9234 2.7896 -3.0131
54 H -1.4317 1.9904 -3.5501
55 H -1.3622 1.4664 0.1760
56 H -4.2864 0.7487 -9.1458
57 H -1.5680 4.3620 -6.4147
58 H 4.9341 1.9205 -9.1597
59 H -1.3875 1.7968 -5.4965
60 H -2.4780 4.1562 -8.9904
61 H 0.3032 0.8931 -8.5605
62 H 2.1479 -3.7825 -6.9743
63 H 0.3183 1.1227 -4.7174
64 H 2.1283 -0.5925 0.7246
65 H -3.4956 -2.8605 -7.0488
66 H -2.1235 0.4184 -3.8521
67 H -1.5630 -0.3785 -9.7871
68 H -2.4459 1.5054 -9.5899
69 H 3.0119 -5.4236 -8.9991
70 H 2.0234 -0.5133 -3.4803
71 H 2.0287 -1.4641 -10.5422
72 H 2.5423 0.8658 -1.4227
73 H -2.4703 0.1511 -1.6163
74 H -0.7291 3.5023 -1.5927
75 H -5.8120 -3.2752 -8.4456
76 H -0.1925 -0.5346 -4.4480
77 H 1.5619 -2.2223 0.4126
78 H 2.6681 0.5420 -9.7175
79 H 0.8825 -0.2301 -9.7941
80 H 0.2067 3.0965 -0.1609
81 H 2.9682 -3.8964 -11.2752

Properties
Net charge ... +2
Energy relative to the best compared isomer or geometry (same formula, charge and spin) ... 0.0 kcal per mole
HOMO-LUMO gap ... 2.1 eV
Strongest force on any atom ... 5.10 eV/A